# C5H10N2O

C5H10N2O in the gas phase in a non-equilibrium geometry (ωB97M-V with the def2-TZVPD basis set, the Open Molecules 2025 dataset).

```
! RIJCOSX wB97M-V def2-TZVPD def2/J DEFGRID3
* xyz 0 1
O -0.742 1.411 -1.162
N -0.461 -0.757 2.519
N -1.201 -0.374 0.326
C -1.004 0.055 -1.051
C 1.507 1.251 0.834
C 1.129 -0.025 0.964
C 0.102 -0.801 -1.749
C -0.256 -0.430 1.314
H 1.833 -0.840 0.855
H -2.154 -0.491 0.633
H -1.953 -0.127 -1.573
H 2.548 1.504 0.703
H -1.415 -1.049 2.721
H 0.131 1.603 -0.669
H 0.037 -0.584 -2.815
H -0.077 -1.864 -1.589
H 0.868 2.057 1.162
H 1.108 -0.540 -1.425
*
```

SMILES string	[H]/N=C(/C=C)N[C@H](C)O
HOMO-LUMO gap	10.0	eV

---

# C5H7N4

A gas-phase ion, C5H7N4 (charge +1) in a non-equilibrium geometry (ωB97M-V with the def2-TZVPD basis set, the Open Molecules 2025 dataset).

```
! RIJCOSX wB97M-V def2-TZVPD def2/J DEFGRID3
* xyz 1 1
N 1.186 1.479 -0.066
N 0.178 -0.883 0.605
N 0.002 1.243 0.233
N -2.073 -0.707 -0.061
C -1.179 1.556 -0.181
C 1.509 -0.958 0.153
C -0.897 -1.308 -0.126
C -2.225 0.547 0.046
C 2.059 0.570 -0.055
H 2.264 -1.255 0.845
H -0.780 -2.224 -0.638
H 1.625 -1.549 -0.785
H -0.030 -0.122 1.216
H 3.128 0.540 -0.162
H -3.348 0.821 0.016
H -1.419 2.251 -1.039
*
```

SMILES string	C1=N\C=[NH+]\C\C=N/N=C/1
HOMO-LUMO gap (alpha / beta)	7.5 / 7.5	eV

---

# C44H29F5N4O2Pd

A molecular structure, C44H29F5N4O2Pd (ωB97M-V with the def2-TZVPD basis set, the Open Molecules 2025 dataset).

```
! RIJCOSX wB97M-V def2-TZVPD def2/J DEFGRID3
* xyz 2 1
Pd -0.289 0.048 0.001
F -5.887 -0.574 2.374
F -7.437 -0.291 0.113
F -3.421 0.260 -2.219
F -6.032 -0.062 -2.256
F -3.281 -0.318 2.248
O 1.741 -0.243 3.517
O 1.810 0.046 -3.495
N 1.711 -0.202 0.006
N 0.099 0.045 2.019
N 0.121 -0.050 -2.024
N -2.154 -1.677 -0.058
C -3.489 0.925 0.110
C 3.725 -0.260 1.235
C -2.529 3.843 4.320
C -6.131 -0.133 0.086
C -0.910 -2.571 -3.192
C 0.549 -0.032 4.339
C 1.393 -0.036 -2.264
C -2.468 1.442 4.388
C 0.227 -4.482 0.059
C 3.746 -0.145 -1.186
C -3.941 -0.165 1.096
C -2.508 -1.270 -4.425
C -3.176 -2.432 -4.781
C -5.360 -0.230 1.230
C -2.509 -4.095 -0.171
C -3.066 2.638 4.751
C -3.545 3.544 0.227
C -5.434 0.009 -1.098
C 4.421 -0.228 0.028
C -2.206 4.111 0.038
C -1.385 3.848 3.535
C -1.974 -5.392 -0.179
C -2.722 -3.663 -4.328
C -1.039 3.458 -0.107
C -4.368 -2.585 -0.233
C 2.342 -0.226 1.178
C -1.668 -2.972 -0.058
C -1.200 2.047 -0.076
C -1.327 1.442 3.593
C -1.585 -3.733 -3.537
C -3.907 -3.845 -0.275
C -4.009 0.059 -1.035
C 2.361 -0.133 -1.153
C -2.054 1.152 0.011
C -4.089 2.311 0.263
C -0.620 -5.593 -0.067
C -0.581 -0.084 -3.345
C -1.381 -1.336 -3.616
C -0.618 0.136 3.326
C -0.286 -3.208 0.063
C 0.615 -0.031 -4.338
C -3.468 -1.460 -0.104
C 1.357 -0.140 2.278
C -0.784 2.650 3.177
H -0.091 3.958 -0.232
H -1.199 0.810 -3.411
H -4.595 -4.675 -0.374
H 0.446 -0.887 5.001
H -4.285 4.326 0.357
H -0.015 -2.642 -2.586
H 5.502 -0.248 0.036
H -2.180 5.194 0.024
H 0.120 2.666 2.577
H -2.651 -6.231 -0.271
H 0.726 0.875 4.912
H -3.951 2.628 5.373
H 0.383 -2.362 0.143
H 0.705 -0.956 -4.900
H -2.993 4.777 4.607
H -2.894 0.504 4.723
H -4.052 -2.375 -5.413
H -3.245 -4.567 -4.607
H -2.871 -0.312 -4.775
H 0.613 0.824 -5.009
H -0.210 -6.593 -0.071
H 4.235 -0.291 2.187
H 4.272 -0.090 -2.129
H 1.295 -4.630 0.153
H -5.163 2.306 0.413
H -0.954 4.786 3.212
H -5.433 -2.426 -0.294
H -1.308 -0.704 3.373
H -1.214 -4.690 -3.193
*
```

HOMO-LUMO gap	6.0	eV

---

# C22H60N5O7V

A molecular structure, C22H60N5O7V in a non-equilibrium geometry (ωB97M-V with the def2-TZVPD basis set, the Open Molecules 2025 dataset).

```
! RIJCOSX wB97M-V def2-TZVPD def2/J DEFGRID3
* xyz 1 2
V 5.672 6.272 -10.247
O 6.496 10.529 -12.858
O 6.985 6.066 -9.398
O 9.613 8.988 -4.375
O 8.871 5.260 -11.270
O 2.607 6.047 -6.598
O 6.378 6.747 -6.714
O 4.084 6.213 -11.790
N 4.833 5.201 -8.369
N 4.883 8.047 -9.209
N 6.655 7.971 -11.594
N 6.198 4.124 -10.918
N 9.443 6.287 -6.834
C 10.667 9.934 -4.442
C 1.914 6.061 -5.345
C 9.913 7.062 -5.711
C 3.454 4.730 -8.470
C 6.752 4.956 -13.252
C 8.507 3.935 -11.683
C 7.515 9.055 -11.090
C 7.090 3.927 -12.134
C 6.229 6.313 -5.368
C 11.389 7.036 -5.972
C 5.467 10.128 -8.182
C 3.345 3.345 -9.029
C 9.234 8.448 -5.557
C 2.793 5.956 -12.416
C 6.755 11.441 -13.927
C 7.710 10.020 -12.284
C 1.613 5.528 -11.631
C 5.773 8.678 -8.268
C 5.630 7.977 -6.881
C 2.648 4.750 -7.109
C 10.165 5.353 -10.762
C 8.954 8.444 -10.790
H 3.773 3.403 -10.030
H 9.760 9.175 -10.731
H 9.457 9.131 -6.377
H 5.176 6.042 -5.293
H 6.787 6.030 -13.073
H 6.506 3.399 -10.286
H 5.908 12.006 -14.315
H 11.630 9.428 -4.510
H 3.947 2.641 -8.454
H 8.858 7.845 -9.884
H 8.459 6.062 -6.855
H 9.103 3.528 -12.500
H 3.078 3.982 -6.465
H 0.725 5.593 -12.259
H 7.105 9.556 -10.214
H 2.297 3.172 -9.273
H 10.938 4.900 -11.382
H 5.392 4.436 -8.018
H 1.464 6.080 -10.703
H 4.860 5.674 -7.477
H 9.733 6.566 -4.757
H 10.596 6.350 -10.672
H 8.282 9.597 -13.109
H 5.261 3.876 -11.203
H 11.819 6.053 -6.163
H 4.665 8.643 -9.994
H 8.831 3.263 -10.888
H 7.343 12.276 -13.546
H 2.376 6.859 -12.861
H 4.772 10.318 -7.363
H 5.743 4.637 -13.512
H 0.930 5.619 -5.503
H 1.739 7.088 -5.026
H 7.167 10.930 -14.798
H 11.657 7.706 -6.789
H 3.058 5.357 -9.269
H 1.769 4.480 -11.376
H 10.627 10.642 -3.614
H 6.891 2.881 -12.369
H 1.641 4.366 -7.272
H 11.862 7.333 -5.036
H 9.907 5.399 -6.708
H 6.840 8.608 -8.475
H 2.413 5.545 -4.526
H 4.590 7.773 -6.628
H 6.316 10.526 -7.627
H 8.153 8.318 -5.586
H 5.803 8.503 -11.696
H 10.207 4.877 -9.782
H 8.413 10.806 -12.011
H 10.690 10.450 -5.401
H 5.890 8.666 -6.077
H 9.047 7.863 -11.708
H 6.955 5.524 -5.175
H 2.960 5.330 -13.292
H 7.402 4.741 -14.100
H 6.340 7.086 -4.608
H 5.490 10.812 -9.030
H 3.955 8.149 -8.824
H 6.817 7.699 -12.554
*
```

HOMO-LUMO gap (alpha / beta)	8.8 / 9.0	eV

---

# C25H43BeClN3O4Si

A molecular structure, C25H43BeClN3O4Si in a non-equilibrium geometry (ωB97M-V with the def2-TZVPD basis set, the Open Molecules 2025 dataset).

```
! RIJCOSX wB97M-V def2-TZVPD def2/J DEFGRID3
* xyz -1 1
Cl -2.144 -0.936 1.520
Si 0.402 2.823 2.082
O 0.762 -0.820 -0.555
O 1.776 -0.758 -4.383
O 0.724 -2.377 3.435
O -0.874 -2.752 -0.381
N -0.911 -1.278 4.592
N 0.233 -4.649 -0.344
N 2.651 0.526 -0.825
C 3.554 0.922 -1.924
C -1.311 3.512 2.470
C -1.774 -0.103 4.714
C -0.733 0.297 0.812
C 1.135 -5.628 -0.864
C 1.391 2.207 3.560
C -0.087 1.369 1.070
C 0.072 2.932 -5.360
C -2.427 0.469 -1.537
C 0.333 2.075 -2.678
C 1.257 4.110 0.994
C -0.981 -2.244 5.668
C 0.042 -1.403 3.622
C -0.134 1.625 -5.015
C 0.317 3.869 -4.360
C -2.256 -1.833 -2.438
C -3.853 0.512 -1.490
C -1.936 -0.784 -1.442
C 0.322 1.166 -3.791
C 0.150 -3.419 -0.816
C 3.137 1.057 0.476
C 0.724 -0.286 -4.051
C -0.752 -5.033 0.644
C 0.359 3.458 -3.001
C 1.939 -0.652 -0.922
Be -0.895 -1.158 -0.203
H 1.476 3.033 4.277
H 0.662 4.296 0.085
H -0.403 0.881 -5.736
H 2.021 -5.161 -1.322
H -1.292 0.695 5.313
H -2.894 -1.387 -3.210
H 2.419 1.780 0.875
H 2.488 -1.498 -1.406
H 0.906 1.366 4.072
H -2.061 2.704 2.465
H 0.116 -0.474 2.978
H -1.848 1.415 -1.554
H -4.317 0.578 -2.457
H 3.623 0.154 -2.711
H 1.389 -6.253 -0.004
H 2.408 1.882 3.299
H 0.075 3.189 -6.420
H 2.290 3.880 0.694
H -0.540 -1.831 6.578
H -0.306 -5.879 1.154
H 0.314 1.846 -1.586
H -1.590 4.235 1.686
H -2.010 0.308 3.715
H 3.385 0.263 1.207
H -1.291 4.005 3.451
H -0.444 -3.134 5.369
H -2.706 -0.407 5.214
H 3.211 1.890 -2.327
H 0.476 4.935 -4.648
H 0.477 4.288 -2.243
H -0.347 -0.769 -3.934
H -4.180 1.300 -0.858
H 4.055 1.621 0.257
H -1.515 -2.399 -2.991
H -2.028 -2.469 5.861
H 0.628 -6.272 -1.600
H 1.278 5.032 1.601
H 0.945 -2.980 -1.429
H -4.142 -0.437 -1.071
H -0.971 -4.205 1.321
H 4.554 1.074 -1.494
H -1.671 -5.349 0.137
H -2.850 -2.560 -1.885
*
```

HOMO-LUMO gap (alpha / beta)	3.9 / 3.9	eV

---

# C31H41N6OPPdS

A molecular structure, C31H41N6OPPdS in a non-equilibrium geometry (ωB97M-V with the def2-TZVPD basis set, the Open Molecules 2025 dataset).

```
! RIJCOSX wB97M-V def2-TZVPD def2/J DEFGRID3
* xyz -1 2
Pd -0.011 -0.098 -0.378
S -0.077 -2.069 -2.047
P -0.845 1.722 -1.109
O -2.851 -1.266 -1.348
N -2.325 3.696 -2.661
N -2.587 -2.495 -1.068
N 2.018 0.353 0.727
N 0.110 -1.139 1.971
N -1.549 1.793 -3.942
N 0.038 3.472 -3.199
C 3.590 3.682 0.362
C 4.177 2.324 -1.518
C -1.661 -4.263 2.853
C -0.264 2.541 -4.229
C 0.448 2.822 -1.932
C 2.026 2.852 2.159
C 1.622 -1.622 3.880
C 3.428 1.268 -1.014
C -2.857 -3.758 3.337
C -1.193 -4.418 -1.186
C -0.846 -2.021 2.434
C -2.215 3.035 -1.329
C -2.296 -0.019 2.827
C 3.585 0.048 2.633
C -1.355 -3.039 -1.408
C 2.775 1.398 0.230
C -2.664 2.784 -3.706
C -1.382 0.888 -2.727
C -1.083 4.381 -3.007
C -2.083 -1.510 2.874
C -3.349 -4.581 -0.186
C -3.063 -2.381 3.325
C 0.617 -3.971 1.792
C -3.516 -3.244 -0.427
C -2.171 -5.192 -0.598
C 2.264 -0.164 1.929
C 4.275 3.533 -0.835
C 3.205 0.008 -1.811
C 1.296 -0.993 2.541
C 2.836 2.644 0.899
C -0.655 -3.419 2.387
H -0.836 5.079 -2.209
H -4.008 -1.976 3.674
H -1.782 1.202 -4.741
H -0.663 0.114 -2.987
H 4.682 2.205 -2.471
H 4.103 -0.902 2.794
H -1.245 4.943 -3.932
H -0.401 3.058 -5.181
H -3.554 2.214 -3.445
H 2.136 -0.033 -2.051
H -2.037 3.826 -0.594
H -2.011 -6.250 -0.426
H 3.625 4.634 0.885
H -2.825 3.328 -4.640
H 0.905 -3.384 0.917
H 3.791 0.005 -2.732
H -3.290 0.253 3.182
H -2.160 0.338 1.801
H 0.757 3.609 -1.238
H 3.455 0.507 3.619
H 1.702 3.892 2.241
H -0.245 -4.844 -1.480
H -4.398 -2.690 -0.144
H 4.245 0.688 2.048
H -3.630 -4.429 3.693
H 2.494 -2.281 3.814
H -4.123 -5.126 0.334
H 0.527 1.796 -4.313
H 2.600 2.615 3.060
H -1.506 -5.337 2.810
H 1.336 2.222 -2.117
H -1.549 0.500 3.432
H -3.178 2.588 -1.073
H 1.150 2.202 2.143
H 0.779 -2.204 4.244
H 0.484 -5.012 1.496
H 4.864 4.347 -1.239
H 1.856 -0.860 4.630
H -2.334 0.388 -2.568
H 3.422 -0.887 -1.229
H 1.451 -3.923 2.500
*
```

HOMO-LUMO gap (alpha / beta)	4.1 / 5.0	eV

---

# C10H24NO2

A gas-phase ion, C10H24NO2 (charge +1) (ωB97M-V with the def2-TZVPD basis set, the Open Molecules 2025 dataset).

```
! RIJCOSX wB97M-V def2-TZVPD def2/J DEFGRID3
* xyz 1 1
O -1.185 1.103 1.419
O 0.093 -0.102 -1.744
N -0.401 -1.462 0.144
C -0.750 2.448 -0.538
C 1.637 0.250 1.650
C -1.089 1.051 0.013
C 2.123 1.446 -0.478
C -2.463 0.681 -0.595
C 0.010 -0.008 -0.378
C -1.145 -1.602 1.409
C -0.969 -2.350 -0.889
C 2.350 -1.000 -0.394
C 1.501 0.180 0.128
H 0.960 0.981 2.078
H -1.664 3.031 -0.619
H 2.224 -1.931 0.163
H 2.163 -1.175 -1.450
H 0.534 -1.844 0.326
H -0.744 0.113 -2.175
H -2.798 -0.320 -0.352
H 1.468 -0.710 2.132
H -0.758 -0.918 2.156
H -0.085 2.973 0.139
H -2.478 0.812 -1.675
H -2.201 -1.390 1.272
H -0.291 2.399 -1.519
H -0.980 -3.369 -0.509
H 2.653 0.554 1.889
H 1.783 2.345 0.019
H -1.988 -2.066 -1.140
H -3.202 1.368 -0.186
H 3.201 1.403 -0.349
H -1.718 1.868 1.667
H -1.043 -2.626 1.764
H 3.400 -0.742 -0.286
H -0.358 -2.319 -1.788
H 1.919 1.512 -1.541
*
```

SMILES string	C[NH+](C)[C@](O)(C(C)(C)C)C(C)(C)O
HOMO-LUMO gap	11.7	eV

---

Calculated E, -10373.675, -11246.943, -73201.811, -71248.432, -60077.277, -67402.834, -16337.987 eV (same order as the records).
Calculated relative energy (zero: lowest compared OMol25 entry of this formula, charge and spin), 1.630, 4.024, 0.000, 4.358, 0.000, 1.295, 0.236 eV (same order as the records).